# 1
C6H23N2O4 | ωB97M-V/def2-TZVPD

Values from the calculation:
Charge: +1
M in Da: 187.26
Highest occupied orbital energy in eV: -10.99
ΔE to the lowest compared entry with this formula, charge and spin in eV: 0.240

CARTESIAN COORDINATES (ANGSTROEM)
C -2.17839 -1.40607 2.01375
C -1.38125 -0.91070 0.82077
C -2.20361 -0.79787 -0.44405
C -1.44696 -1.17104 -1.75889
N 2.20733 -0.07859 -2.01736
C 0.84332 -0.20724 -2.16449
C 0.04958 -1.15554 -1.66619
N -0.73799 0.43198 1.22117
H -1.67973 -1.19168 2.97168
H -3.10440 -0.85137 2.19568
H -2.31520 -2.48352 2.00139
H -0.55963 -1.58538 0.68170
H -3.07868 -1.43081 -0.49063
H -2.51783 0.23878 -0.55566
H -1.80387 -0.54732 -2.58610
H -1.76564 -2.12477 -2.17958
H 2.83834 -0.84628 -1.87356
H 2.63099 0.78278 -2.30578
H 0.43955 0.62959 -2.72889
H 0.54263 -2.03426 -1.25296
H -1.09302 1.17844 0.60721
H 0.26825 0.27044 1.11640
H -0.84211 0.55616 2.22388
H 4.03374 1.38955 0.44888
H 3.95858 1.38934 1.94330
O 3.51615 1.76290 1.17313
H -1.00586 1.99170 -1.76777
H -1.27647 3.15482 -0.78404
O -1.42532 2.21691 -0.93326
H 1.58226 -2.36134 1.40200
H 1.72504 -1.56251 2.70445
O 1.36753 -1.51785 1.81149
H 1.99386 2.26255 0.39969
H 1.26327 3.47054 -0.21206
O 1.15553 2.53765 -0.01529

Cartesian forces, eV/Å:
0.0 0.6 1.2
-0.8 -0.3 0.9
0.5 0.3 -1.5
0.1 0.1 -0.7
0.3 0.1 0.0
0.1 0.5 0.2
0.3 -0.2 -0.4
0.3 -1.7 -0.4
0.5 -0.3 -0.3
-0.3 -0.4 -0.7
-0.4 0.0 -0.2
0.3 -0.1 -0.1
-0.3 0.0 0.8
-0.4 -0.1 0.1
0.2 0.5 0.3
0.0 -0.5 0.7
-0.2 -0.1 0.0
0.0 -0.1 -0.2
-0.3 0.0 0.2
-0.1 0.1 0.3
0.4 0.5 0.1
0.0 0.5 -0.5
-0.5 0.5 -0.1
-0.1 0.1 -0.1
-0.2 0.2 0.2
0.5 -0.4 -0.1
0.2 0.1 0.0
0.1 0.0 -0.1
-0.6 -0.1 0.2
0.1 0.0 0.0
0.1 -0.1 0.0
0.1 0.2 0.1
-0.2 0.2 0.0
0.1 0.1 0.1
0.1 -0.2 0.1



# 2
C12H24HoNO4P2 | ωB97M-V/def2-TZVPD

Values from the calculation:
2S+1: 5
Charge: +2
M in Da: 473.21
Highest occupied orbital energy (spin up / spin down) in eV: -14.39 / -12.46

CARTESIAN COORDINATES (ANGSTROEM)
Ho 0.27437 0.63179 0.81987
P 2.51098 -1.07234 1.13306
C 2.36997 -1.10849 -0.66289
C 1.12197 -1.45522 -1.28270
N -0.07571 -0.92104 -0.82131
C -1.26515 -1.30954 -1.33281
C -1.28633 -2.30494 -2.29002
C -0.10153 -2.81487 -2.80968
C 1.11624 -2.32482 -2.36344
C -2.55402 -0.67450 -0.83723
P -2.34679 0.96934 -0.00968
H 2.08231 -2.63952 -2.73723
H -2.25663 -2.66331 -2.63103
H -0.09652 -3.60565 -3.56369
H -3.25533 -0.54975 -1.67324
H -3.03894 -1.34030 -0.11153
H 2.30714 0.78028 -0.95513
H 3.30959 -1.09290 -1.27691
H 0.34447 4.14207 -0.40830
O 1.91869 1.58941 -0.60268
H 1.58265 1.92828 -1.46994
H -0.64023 2.31307 2.00990
O -0.48950 4.12549 0.06682
H -0.32282 4.59205 0.92112
C -2.73369 2.07836 -1.40725
H -3.76620 1.90807 -1.74830
H -2.60817 3.11910 -1.07903
H -2.03972 1.88848 -2.23715
C -3.88604 1.06838 0.96038
H -3.71716 1.74145 1.81185
H -4.71367 1.46745 0.35592
H -4.16441 0.07899 1.34776
C 2.48246 -2.87018 1.30225
H 3.49395 -3.24211 1.12177
H 2.13393 -3.09216 2.30778
H 1.79850 -3.28681 0.55646
C 4.25523 -0.59461 1.41618
H 4.35180 -0.32888 2.48129
H 4.90292 -1.45453 1.19108
H 4.54711 0.27394 0.80790
O 0.02488 2.51155 2.72931
C -0.41719 1.49042 3.50682
O -0.34302 0.36600 2.94763
H -0.81041 1.68251 4.51604

Cartesian forces, eV/Å:
1.4 0.8 -0.3
0.6 0.1 -0.6
0.9 0.3 -0.4
-1.0 0.5 -0.5
0.2 -1.0 -0.3
0.8 0.1 0.1
-0.5 -0.5 -0.5
0.2 -0.2 -0.3
0.0 -0.1 0.1
0.3 -0.2 0.0
-1.4 0.0 -0.7
-0.2 -0.3 -0.2
0.3 0.0 -0.1
-0.2 0.3 0.2
0.1 -0.1 0.2
0.1 0.0 -0.1
0.8 -0.7 0.2
-1.0 -0.3 0.4
0.2 0.4 0.0
-0.7 1.2 -1.7
0.2 0.4 0.9
0.4 1.8 -0.3
0.0 -0.3 1.3
-0.1 -0.3 -1.1
0.3 0.3 -0.1
0.4 0.0 0.1
-0.1 -0.2 -0.2
-0.2 0.1 0.1
-0.2 0.1 0.4
-0.3 -0.2 -0.2
0.3 -0.2 0.2
0.1 0.3 0.0
-0.1 -0.4 0.4
-0.2 -0.2 0.1
0.1 -0.4 0.0
0.1 -0.1 0.3
0.0 0.0 0.3
0.2 -0.1 -0.4
-0.1 0.4 0.1
-0.1 -0.3 0.2
-1.8 0.0 0.2
1.1 -3.1 -1.2
-1.3 2.1 3.5
0.4 0.0 -0.2



# 3
C3H6O3Rh | ωB97M-V/def2-TZVPD

Values from the calculation:
2S+1: 6
Charge: +2
M in Da: 192.98
Highest occupied orbital energy (spin up / spin down) in eV: -17.97 / -21.64
ΔE to the lowest compared entry with this formula, charge and spin in eV: 1.904

CARTESIAN COORDINATES (ANGSTROEM)
O 0.10309 -1.14867 2.09991
Rh 1.06415 -0.76019 0.62695
C 1.62883 1.58755 -1.33737
O 0.76968 0.74695 -0.55676
C -0.61519 1.05179 -0.64195
C -1.33549 -0.18459 -0.15916
O -2.35037 -0.33026 0.41834
H 2.61308 1.11007 -1.35542
H 1.22735 1.67351 -2.35488
H 1.69848 2.57474 -0.86327
H -0.90926 1.25732 -1.68343
H -0.87085 1.90450 0.00810
H -0.56774 -1.82309 2.21178

Cartesian forces, eV/Å:
0.7 0.1 0.8
0.7 -1.1 0.2
1.3 1.1 -0.7
0.0 0.5 -0.9
-1.8 0.9 -0.3
-0.9 -0.6 1.0
0.9 0.3 -1.0
-0.2 0.1 0.0
0.0 -0.1 0.3
-0.1 -0.2 -0.1
0.1 -0.1 0.2
0.2 -0.1 -0.2
-1.0 -0.8 0.7



# 4
C2H2N5O | ωB97M-V/def2-TZVPD

Values from the calculation:
Charge: +1
M in Da: 112.07
Highest occupied orbital energy in eV: -15.85
ΔE to the lowest compared entry with this formula, charge and spin in eV: 2.420

CARTESIAN COORDINATES (ANGSTROEM)
C 0.84964 0.80161 0.01197
C -0.99261 -0.14523 -0.01908
N 1.06365 -0.54876 0.08880
N 1.97069 1.43319 -0.07716
N 2.35670 -0.74890 0.05796
N 2.81275 0.42720 -0.02742
N -2.25344 -0.03664 -0.04075
O -0.22793 -1.18108 0.10041
H -2.72214 0.86112 -0.13873
H -2.85731 -0.86250 0.04400

Cartesian forces, eV/Å:
-3.0 -2.6 -0.2
3.9 2.6 0.2
-1.3 3.3 0.0
-2.4 1.9 -0.1
0.5 -2.9 0.1
2.7 -0.4 0.1
-0.6 -0.7 0.0
-0.3 -1.3 0.0
0.3 0.1 0.0
0.1 0.2 -0.1



# 5
C4H19NO9 | ωB97M-V/def2-TZVPD

Values from the calculation:
M in Da: 225.19
Highest occupied orbital energy in eV: -9.67
ΔE to the lowest compared entry with this formula, charge and spin in eV: 3.173

CARTESIAN COORDINATES (ANGSTROEM)
O -3.33327 -0.18537 1.10390
C -2.35718 -0.16929 0.37347
O -1.55918 0.89105 0.50635
C -2.39194 -1.19229 -0.81843
C -1.36426 -1.03933 -1.83924
C -1.00183 -2.35294 -2.64487
N -0.00542 -2.19385 -3.51186
O -1.36847 -3.37599 -2.16103
H -0.60749 0.73366 0.22755
H -3.43762 -1.07601 -1.32267
H -2.13654 -2.13182 -0.28067
H -0.43870 -0.72257 -1.27927
H -1.60130 -0.31542 -2.54381
H 0.47136 -2.99745 -4.07632
H 0.42671 -1.18108 -3.52391
H 4.52824 1.15063 -0.98898
H 3.25676 2.08657 -1.10852
O 3.62137 1.14080 -1.34897
H 3.33607 2.47587 2.18065
H 2.99918 3.51266 1.04523
O 3.62504 3.00016 1.34745
H -2.00310 -0.74641 2.97189
H -0.69290 0.20004 2.72373
O -1.57151 0.03959 2.94665
H 1.50230 -0.50546 3.23755
H 0.65977 0.70233 2.87402
O 1.55093 0.34130 2.78263
H 0.09914 3.22234 1.22899
H 0.82104 4.45864 1.83747
O 0.92849 3.74152 1.22712
H 1.71968 -0.79516 0.86640
H 2.58210 -0.31428 -0.35293
O 2.01217 -1.07768 -0.09898

Cartesian forces, eV/Å:
1.0 -0.4 -0.8
-4.0 -0.2 -0.4
3.1 0.2 -0.8
-1.1 0.3 1.2
2.7 -0.6 -0.4
0.9 1.9 3.2
2.8 1.6 -2.8
-1.2 -2.5 -0.4
-1.6 0.0 -0.1
1.6 -0.8 1.6
-1.1 0.1 -0.6
-0.3 -0.4 -1.1
-0.4 1.8 -1.2
-1.4 2.2 1.8
-1.1 -3.2 -0.4
-0.6 0.1 -0.1
1.2 -2.8 -0.5
-0.7 2.6 0.8
0.3 1.7 -2.5
-5.7 3.9 -1.9
5.5 -5.7 4.3
-0.9 -3.8 -0.3
1.1 -1.4 -0.7
-0.5 4.7 2.0
0.1 -0.1 0.2
0.8 0.4 0.3
-0.3 0.0 -0.3
0.6 0.7 0.1
-0.3 0.5 0.5
-0.5 -1.1 -0.6
1.0 -0.8 -2.9
-0.3 -0.5 -0.1
-0.7 1.6 2.9



> Which of these has the highest M?

C12H24HoNO4P2